(1)
Entry from the OMol25 dataset: a cluster of 2 separate species, C11H12Cl2N in total in a non-equilibrium geometry (ωB97M-V with the def2-TZVPD basis set).

Positions of all 26 atoms, in Å:
C (-1.00, -1.12, 3.37)
C (-1.40, 0.19, 3.22)
C (-0.05, -1.74, 2.56)
C (-1.07, 0.91, 2.12)
C (0.26, -1.08, 1.37)
C (-0.31, 0.20, 1.15)
C (1.05, -1.53, 0.26)
C (1.07, -1.00, -1.03)
C (0.10, 1.01, -0.02)
C (0.72, 0.91, -2.46)
C (-1.49, -0.67, -1.86)
N (0.41, 0.19, -1.26)
Cl (-1.72, -2.06, -0.91)
Cl (-2.61, 0.62, -1.81)
H (-1.43, -1.48, 4.28)
H (-2.20, 0.67, 3.78)
H (0.33, -2.78, 2.73)
H (-1.44, 1.98, 2.06)
H (1.77, -2.39, 0.19)
H (1.55, -1.60, -1.75)
H (-0.75, 1.63, -0.27)
H (1.08, 1.42, 0.18)
H (-0.07, 1.44, -2.85)
H (1.79, 1.37, -2.40)
H (0.65, 0.11, -3.25)
H (-1.01, -1.04, -2.84)

multiplicity = 1
LUMO level (spin up / spin down) = -5.0 / -5.0 eV
Kohn-Sham gap (spin up / spin down) = 6.96 / 6.97 eV
E_HOMO (spin up / spin down) = -11.94 / -11.94 eV
net charge = +1

The net atomic charges from Löwdin, expressed in e, are: atom 1 (C): -0.062, atom 2 (C): -0.083, atom 3 (C): 0.004, atom 4 (C): -0.012, atom 5 (C): -0.219, atom 6 (C): -0.178, atom 7 (C): -0.008, atom 8 (C): -0.144, atom 9 (C): -0.077, atom 10 (C): -0.041, atom 11 (C): -0.977, atom 12 (N): -0.217, atom 13 (Cl): 0.797, atom 14 (Cl): 0.743, atom 15 (H): 0.114, atom 16 (H): 0.123, atom 17 (H): 0.146, atom 18 (H): 0.151, atom 19 (H): 0.144, atom 20 (H): 0.129, atom 21 (H): 0.099, atom 22 (H): 0.156, atom 23 (H): 0.049, atom 24 (H): 0.164, atom 25 (H): 0.112, atom 26 (H): 0.089

(2)
Entry from the OMol25 dataset: a structure of composition C11H12Cl4N3O2Pd (ωB97M-V with the def2-TZVPD basis set).

Positions of all 33 atoms, in Å:
Pd (0.16, -0.66, 0.59)
C (-0.01, 3.72, 3.94)
O (-0.09, 3.36, 2.55)
C (0.00, 2.10, 2.16)
O (-0.07, 1.80, 0.99)
N (0.19, 1.16, 3.14)
N (0.28, -0.18, 2.74)
H (-0.11, 4.80, 3.96)
H (0.96, 3.45, 4.35)
H (-0.82, 3.27, 4.51)
H (0.23, 1.37, 4.12)
H (-0.46, -0.72, 3.17)
H (1.17, -0.57, 3.03)
Cl (-0.26, -1.82, -4.85)
C (-0.03, -2.14, -3.17)
C (1.24, -2.05, -2.63)
C (1.42, -2.28, -1.28)
C (0.33, -2.62, -0.45)
C (0.48, -2.59, 0.99)
C (-0.96, -2.68, -1.04)
C (-1.13, -2.45, -2.38)
H (2.08, -1.79, -3.26)
H (2.42, -2.23, -0.85)
H (1.47, -2.78, 1.39)
H (-0.32, -3.04, 1.58)
H (-1.81, -2.94, -0.42)
H (-2.11, -2.51, -2.83)
Cl (-1.24, 3.69, -3.26)
C (-0.78, 2.04, -3.67)
Cl (-2.09, 1.23, -4.54)
Cl (0.70, 2.04, -4.65)
C (-0.52, 1.30, -2.45)
N (-0.32, 0.72, -1.48)

multiplicity = 1
LUMO level (spin up / spin down) = -3.8 / -3.8 eV
Kohn-Sham gap (spin up / spin down) = 8.10 / 8.10 eV
E_HOMO (spin up / spin down) = -11.88 / -11.88 eV
net charge = +1

The net atomic charges from Löwdin, expressed in e, are: atom 1 (Pd): 0.771, atom 2 (C): -0.033, atom 3 (O): 0.020, atom 4 (C): -0.567, atom 5 (O): 0.025, atom 6 (N): 0.029, atom 7 (N): -0.003, atom 8 (H): 0.105, atom 9 (H): 0.101, atom 10 (H): 0.101, atom 11 (H): 0.137, atom 12 (H): 0.118, atom 13 (H): 0.116, atom 14 (Cl): 0.724, atom 15 (C): -0.662, atom 16 (C): -0.092, atom 17 (C): -0.038, atom 18 (C): -0.386, atom 19 (C): -0.128, atom 20 (C): -0.035, atom 21 (C): -0.091, atom 22 (H): 0.119, atom 23 (H): 0.122, atom 24 (H): 0.080, atom 25 (H): 0.080, atom 26 (H): 0.123, atom 27 (H): 0.118, atom 28 (Cl): 0.650, atom 29 (C): -1.608, atom 30 (Cl): 0.623, atom 31 (Cl): 0.634, atom 32 (C): -0.349, atom 33 (N): 0.196

(3)
Entry from the OMol25 dataset: a structure of composition C11H12CuN3OS2 (ωB97M-V with the def2-TZVPD basis set).

Positions of all 30 atoms, in Å:
Cu (-1.30, 1.61, -3.77)
N (0.66, 0.19, -4.54)
N (-0.01, -1.04, -4.55)
C (-1.34, -1.06, -4.81)
N (-1.97, -2.24, -4.68)
S (-2.16, 0.26, -5.43)
H (1.28, 0.29, -5.34)
H (1.14, 0.37, -3.67)
H (0.43, -1.86, -4.14)
H (-1.55, -3.03, -4.21)
H (-2.96, -2.26, -4.86)
C (1.01, -2.09, 5.44)
C (0.62, -1.16, 4.34)
O (-0.03, -1.44, 3.37)
S (1.28, 0.48, 4.58)
C (0.75, 1.20, 3.04)
C (-0.60, 1.44, 2.84)
C (-1.05, 1.80, 1.58)
C (-0.15, 1.92, 0.52)
C (1.22, 1.76, 0.77)
C (1.67, 1.39, 2.02)
C (-0.59, 2.07, -0.81)
C (-0.90, 2.07, -1.99)
H (0.17, -2.71, 5.74)
H (1.40, -1.54, 6.29)
H (1.79, -2.76, 5.06)
H (-1.30, 1.31, 3.66)
H (-2.11, 1.93, 1.41)
H (1.91, 1.88, -0.05)
H (2.72, 1.22, 2.20)

multiplicity = 1
LUMO level = 0.1 eV
Kohn-Sham gap = 7.64 eV
E_HOMO = -7.49 eV
net charge = 0

The net atomic charges from Löwdin, expressed in e, are: atom 1 (Cu): 0.112, atom 2 (N): -0.003, atom 3 (N): -0.083, atom 4 (C): -0.847, atom 5 (N): 0.102, atom 6 (S): 0.672, atom 7 (H): 0.106, atom 8 (H): 0.095, atom 9 (H): 0.154, atom 10 (H): 0.110, atom 11 (H): 0.098, atom 12 (C): -0.082, atom 13 (C): -0.757, atom 14 (O): 0.035, atom 15 (S): 1.003, atom 16 (C): -0.543, atom 17 (C): -0.099, atom 18 (C): -0.021, atom 19 (C): -0.269, atom 20 (C): -0.035, atom 21 (C): -0.099, atom 22 (C): -0.190, atom 23 (C): -0.135, atom 24 (H): 0.087, atom 25 (H): 0.059, atom 26 (H): 0.090, atom 27 (H): 0.110, atom 28 (H): 0.116, atom 29 (H): 0.111, atom 30 (H): 0.102

(4)
Entry from the OMol25 dataset: a structure of composition C11H12F6MnNO4S2 in a non-equilibrium geometry (ωB97M-V with the def2-TZVPD basis set).

Positions of all 37 atoms, in Å:
Mn (-0.01, -0.11, -0.07)
C (-1.40, -2.90, 1.93)
C (-1.39, -1.47, 1.53)
C (-2.20, -0.98, 0.49)
C (-2.45, 0.42, 0.31)
C (-3.50, 0.89, -0.63)
C (-1.78, 1.33, 1.15)
C (-0.86, 0.89, 2.12)
C (-0.27, 1.84, 3.11)
C (-0.60, -0.52, 2.21)
H (-2.40, -3.33, 1.80)
H (-1.09, -3.02, 2.96)
H (-0.72, -3.50, 1.31)
H (-2.84, -1.68, -0.04)
H (-3.12, 0.91, -1.66)
H (-3.83, 1.90, -0.38)
H (-4.35, 0.21, -0.62)
H (-2.06, 2.38, 1.13)
H (0.74, 2.15, 2.82)
H (-0.19, 1.37, 4.08)
H (-0.88, 2.74, 3.18)
H (0.04, -0.86, 3.02)
F (-0.46, -0.48, -4.90)
C (0.68, -0.79, -4.33)
F (0.60, -1.98, -3.73)
F (1.67, -0.76, -5.17)
S (0.98, 0.43, -2.93)
O (-0.03, -0.07, -1.91)
O (0.79, 1.78, -3.28)
N (2.40, 0.00, -2.45)
S (2.87, -0.26, -1.00)
O (1.82, 0.23, -0.04)
O (4.19, 0.08, -0.68)
C (2.61, -2.12, -0.78)
F (3.31, -2.58, 0.21)
F (1.26, -2.26, -0.45)
F (2.82, -2.77, -1.87)

multiplicity = 5
LUMO level (spin up / spin down) = -11.3 / -9.2 eV
Kohn-Sham gap (spin up / spin down) = 6.68 / 9.05 eV
ΔE to the lowest compared entry with this formula, charge and spin = 0.326 eV
E_HOMO (spin up / spin down) = -17.98 / -18.27 eV
net charge = +2

The net atomic charges from Löwdin, expressed in e, are: atom 1 (Mn): 1.094, atom 2 (C): 0.016, atom 3 (C): -0.251, atom 4 (C): 0.017, atom 5 (C): -0.229, atom 6 (C): 0.022, atom 7 (C): 0.023, atom 8 (C): -0.227, atom 9 (C): 0.020, atom 10 (C): 0.013, atom 11 (H): 0.113, atom 12 (H): 0.109, atom 13 (H): 0.108, atom 14 (H): 0.161, atom 15 (H): 0.120, atom 16 (H): 0.111, atom 17 (H): 0.117, atom 18 (H): 0.155, atom 19 (H): 0.123, atom 20 (H): 0.115, atom 21 (H): 0.111, atom 22 (H): 0.159, atom 23 (F): 0.213, atom 24 (C): -0.678, atom 25 (F): 0.165, atom 26 (F): 0.234, atom 27 (S): 0.763, atom 28 (O): -0.394, atom 29 (O): -0.163, atom 30 (N): -0.256, atom 31 (S): 0.729, atom 32 (O): -0.367, atom 33 (O): -0.132, atom 34 (C): -0.621, atom 35 (F): 0.225, atom 36 (F): 0.057, atom 37 (F): 0.223

(5)
Entry from the OMol25 dataset: the molecule C11H12FNO in a non-equilibrium geometry (ωB97M-V with the def2-TZVPD basis set).

Positions of all 26 atoms, in Å:
C (-2.55, -2.82, 1.69)
C (-3.08, -1.73, 1.11)
C (-1.17, -3.14, 1.53)
C (-2.30, -0.83, 0.36)
C (-0.32, -2.23, 0.89)
C (-0.92, -1.04, 0.35)
C (1.20, 0.00, -0.38)
C (-0.08, 2.01, -0.65)
C (1.38, 1.53, -0.76)
C (1.89, 1.51, -2.23)
C (2.22, 2.45, 0.22)
N (-0.14, -0.11, -0.18)
O (2.03, -0.89, -0.26)
F (-0.40, 2.89, 0.26)
H (-3.34, -3.44, 2.18)
H (-4.16, -1.71, 1.22)
H (-0.74, -4.00, 1.91)
H (-2.68, -0.04, -0.08)
H (0.72, -2.23, 0.72)
H (-0.65, 1.78, -1.55)
H (1.26, 0.87, -2.89)
H (2.94, 1.10, -2.06)
H (1.76, 2.49, -2.51)
H (1.71, 2.33, 1.12)
H (2.22, 3.32, -0.25)
H (3.19, 1.94, 0.26)

multiplicity = 1
LUMO level (spin up / spin down) = -0.6 / -0.6 eV
Kohn-Sham gap (spin up / spin down) = 7.21 / 7.21 eV
ΔE to the lowest compared entry with this formula, charge and spin = 3.262 eV
E_HOMO (spin up / spin down) = -7.81 / -7.81 eV
net charge = 0

The net atomic charges from Löwdin, expressed in e, are: atom 1 (C): -0.119, atom 2 (C): -0.117, atom 3 (C): -0.052, atom 4 (C): -0.002, atom 5 (C): 0.017, atom 6 (C): -0.264, atom 7 (C): -0.446, atom 8 (C): 0.026, atom 9 (C): -0.412, atom 10 (C): -0.017, atom 11 (C): 0.026, atom 12 (N): 0.130, atom 13 (O): 0.063, atom 14 (F): 0.126, atom 15 (H): 0.112, atom 16 (H): 0.100, atom 17 (H): 0.071, atom 18 (H): 0.049, atom 19 (H): 0.077, atom 20 (H): 0.140, atom 21 (H): 0.108, atom 22 (H): 0.128, atom 23 (H): 0.048, atom 24 (H): 0.065, atom 25 (H): 0.041, atom 26 (H): 0.103

(6)
Entry from the OMol25 dataset: a cluster of 2 separate species, C11H12N2O2 in total in a non-equilibrium geometry (ωB97M-V with the def2-TZVPD basis set).

Positions of all 27 atoms, in Å:
C (1.03, 0.04, 3.51)
C (0.92, -1.26, 3.23)
C (0.29, 0.98, 2.68)
C (0.17, -1.74, 2.14)
C (-0.35, 0.51, 1.57)
C (0.78, 2.05, -2.96)
C (-0.38, 2.03, -3.62)
C (-0.44, -0.86, 1.25)
C (0.50, 1.31, -1.77)
C (-1.31, 1.14, -2.97)
C (-0.94, -2.46, -0.43)
N (-0.64, 0.70, -1.80)
N (-1.20, -1.15, 0.13)
O (1.42, 1.02, -0.88)
O (-2.46, 0.86, -3.24)
H (1.82, 0.46, 4.12)
H (1.44, -1.89, 3.86)
H (0.55, 2.01, 2.83)
H (0.10, -2.74, 2.18)
H (-0.93, 1.11, 0.90)
H (1.66, 2.63, -3.07)
H (-0.72, 2.69, -4.45)
H (0.03, -2.40, -0.90)
H (-0.84, -3.27, 0.26)
H (-1.54, -2.92, -1.31)
H (2.30, 1.39, -0.83)
H (-1.24, -0.25, -0.43)

multiplicity = 1
structure (SMILES) = O=C1C=CC(O)=N1.CNc1ccccc1
LUMO level = -1.7 eV
Kohn-Sham gap = 5.42 eV
ΔE to the lowest compared entry with this formula, charge and spin = 4.096 eV
E_HOMO = -7.09 eV
net charge = 0

The net atomic charges from Löwdin, expressed in e, are: atom 1 (C): -0.123, atom 2 (C): -0.124, atom 3 (C): -0.074, atom 4 (C): -0.023, atom 5 (C): -0.067, atom 6 (C): 0.041, atom 7 (C): 0.033, atom 8 (C): -0.291, atom 9 (C): -0.382, atom 10 (C): -0.427, atom 11 (C): -0.111, atom 12 (N): 0.160, atom 13 (N): -0.041, atom 14 (O): 0.161, atom 15 (O): 0.153, atom 16 (H): 0.093, atom 17 (H): 0.082, atom 18 (H): 0.088, atom 19 (H): 0.058, atom 20 (H): 0.095, atom 21 (H): 0.118, atom 22 (H): 0.140, atom 23 (H): 0.062, atom 24 (H): 0.055, atom 25 (H): 0.105, atom 26 (H): 0.139, atom 27 (H): 0.078

(7)
Entry from the OMol25 dataset: a structure of composition C11H12N2O6Y in a non-equilibrium geometry (ωB97M-V with the def2-TZVPD basis set).

Positions of all 32 atoms, in Å:
O (-0.18, 0.04, -6.25)
C (-0.18, 0.04, -5.09)
Y (-0.19, 0.03, -2.40)
O (1.99, -2.74, -2.82)
C (1.28, -1.82, -2.86)
C (-1.65, 1.90, -2.85)
O (-2.35, 2.80, -2.82)
C (-2.05, -1.42, -2.84)
O (-2.95, -2.14, -2.82)
C (1.70, 1.50, -2.86)
O (2.57, 2.20, -2.82)
C (-0.16, 2.44, 0.76)
N (0.00, 1.19, 1.51)
C (0.21, 1.18, 2.90)
C (-0.18, -0.17, 3.43)
C (0.55, -1.26, 2.71)
N (0.18, -1.17, 1.34)
C (0.15, -2.39, 0.53)
C (0.06, 0.05, 0.85)
O (-0.08, 0.18, -0.42)
H (-0.14, 3.25, 1.49)
H (-1.13, 2.50, 0.23)
H (0.62, 2.63, 0.01)
H (1.28, 1.37, 3.10)
H (-0.39, 1.98, 3.31)
H (-1.26, -0.31, 3.33)
H (0.04, -0.22, 4.49)
H (0.26, -2.25, 3.04)
H (1.63, -1.13, 2.82)
H (1.11, -2.93, 0.56)
H (-0.61, -3.07, 0.95)
H (-0.11, -2.23, -0.53)

multiplicity = 1
LUMO level = -13.5 eV
Kohn-Sham gap = 5.48 eV
E_HOMO = -19.00 eV
net charge = +3

The net atomic charges from Löwdin, expressed in e, are: atom 1 (O): 0.208, atom 2 (C): 0.036, atom 3 (Y): 1.078, atom 4 (O): 0.240, atom 5 (C): 0.041, atom 6 (C): 0.038, atom 7 (O): 0.249, atom 8 (C): 0.041, atom 9 (O): 0.253, atom 10 (C): 0.024, atom 11 (O): 0.260, atom 12 (C): 0.023, atom 13 (N): -0.044, atom 14 (C): -0.121, atom 15 (C): -0.115, atom 16 (C): -0.121, atom 17 (N): -0.050, atom 18 (C): 0.029, atom 19 (C): -0.388, atom 20 (O): -0.206, atom 21 (H): 0.123, atom 22 (H): 0.099, atom 23 (H): 0.096, atom 24 (H): 0.160, atom 25 (H): 0.150, atom 26 (H): 0.145, atom 27 (H): 0.147, atom 28 (H): 0.148, atom 29 (H): 0.162, atom 30 (H): 0.126, atom 31 (H): 0.130, atom 32 (H): 0.038

(8)
Entry from the OMol25 dataset: a structure of composition C11H12N2PPd in a non-equilibrium geometry (ωB97M-V with the def2-TZVPD basis set).

Positions of all 27 atoms, in Å:
C (-1.20, 1.77, -1.66)
C (-0.66, 2.36, -2.85)
C (0.05, 3.54, -2.48)
C (-0.05, 3.69, -1.06)
C (-0.84, 2.62, -0.55)
Pd (-1.82, -0.92, -0.17)
P (-2.63, -2.61, -1.47)
H (-1.78, 0.83, -1.56)
H (-0.76, 1.97, -3.86)
H (0.58, 4.21, -3.15)
H (-1.11, 2.49, 0.49)
H (0.38, 4.50, -0.49)
H (-1.84, -3.71, -1.90)
H (-3.23, -2.28, -2.74)
H (-3.72, -3.30, -0.88)
N (4.32, -1.68, 4.08)
C (3.38, -1.53, 3.39)
C (2.23, -1.36, 2.53)
C (2.24, -0.40, 1.51)
C (1.11, -0.30, 0.67)
N (0.04, -1.06, 0.88)
C (0.00, -1.97, 1.86)
C (1.08, -2.13, 2.73)
H (3.09, 0.25, 1.36)
H (1.06, 0.41, -0.15)
H (-0.94, -2.53, 1.91)
H (1.01, -2.85, 3.55)

multiplicity = 3
LUMO level (spin up / spin down) = 2.3 / 0.9 eV
Kohn-Sham gap (spin up / spin down) = 4.38 / 4.09 eV
ΔE to the lowest compared entry with this formula, charge and spin = 0.000 eV
E_HOMO (spin up / spin down) = -2.10 / -3.22 eV
net charge = -1

The net atomic charges from Löwdin, expressed in e, are: atom 1 (C): -0.234, atom 2 (C): -0.203, atom 3 (C): -0.198, atom 4 (C): -0.204, atom 5 (C): -0.220, atom 6 (Pd): 0.405, atom 7 (P): 0.596, atom 8 (H): -0.009, atom 9 (H): 0.051, atom 10 (H): 0.059, atom 11 (H): 0.058, atom 12 (H): 0.060, atom 13 (H): -0.128, atom 14 (H): -0.123, atom 15 (H): -0.147, atom 16 (N): 0.068, atom 17 (C): -0.242, atom 18 (C): -0.306, atom 19 (C): -0.056, atom 20 (C): -0.154, atom 21 (N): -0.158, atom 22 (C): -0.210, atom 23 (C): -0.072, atom 24 (H): 0.105, atom 25 (H): 0.093, atom 26 (H): 0.072, atom 27 (H): 0.098

| no. | electronic energy (Ha) |
| --- | --- |
| 1 | -1401.1200 |
| 2 | -2709.4859 |
| 3 | -3102.6628 |
| 4 | -3327.9688 |
| 5 | -656.0790 |
| 6 | -686.2534 |
| 7 | -1024.6057 |
| 8 | -1004.9877 |